DFT (the ωB97M-V functional and the def2-TZVPD basis) results for a cluster of 3 separate species, C4H13NO2 in total.

Summary:
Frontier orbital gap   7.679 eV
Highest occupied orbital energy   -7.10 eV
Multiplicity   1
Calculated total energy   -9940.9254 eV
SMILES   C=CNCC.O.O
Energy relative to the best compared isomer or geometry (same formula, charge and spin)   3.271 eV

Element x y z (Å)
1 C 0.70 -1.03 -1.68
2 C 0.93 -1.06 -0.31
3 N 1.00 0.14 0.35
4 C 0.31 0.34 1.70
5 C -0.11 -1.01 2.25
6 H 1.43 -1.48 -2.34
7 H -0.36 -1.00 -1.97
8 H 1.20 -1.98 0.20
9 H 0.65 0.86 -0.28
10 H -0.58 0.94 1.51
11 H 1.05 0.82 2.34
12 H -0.62 -0.93 3.22
13 H 0.75 -1.64 2.49
14 H -0.83 -1.47 1.56
15 H 1.18 1.60 -3.57
16 H 0.33 0.82 -2.56
17 O 0.76 1.69 -2.73
18 H -2.87 1.49 0.71
19 H -2.62 1.27 -0.87
20 O -2.28 1.60 -0.03